Entry 1:
C4H10S | ωB97M-V/def2-TZVPD

Atoms and positions in Å:
C (-1.2901, -0.9045, -0.6349)
C (0.0548, -1.3701, -0.0403)
C (1.1213, -0.5917, -0.7419)
C (0.7499, 1.9386, 0.7412)
S (-0.1544, 1.2880, 1.9869)
H (-1.6395, -0.0322, -0.2440)
H (-2.0245, -1.6412, -0.6471)
H (-1.2256, -0.5367, -1.6794)
H (0.4022, -2.4377, -0.3924)
H (0.1042, -1.2631, 1.0351)
H (1.0210, -0.2151, -1.8290)
H (2.1743, -0.7928, -0.4277)
H (1.7962, 2.0906, 0.9455)
H (0.2558, 2.3812, -0.0979)
H (-1.3455, 2.0867, 2.0258)

- LUMO (spin up / spin down) (eV) = 0.27 / 0.84
- energy relative to the best compared isomer or geometry (same formula, charge and spin) (kJ/mol) = 424.7
- largest force on an atom (eV/A) = 3.2


Entry 2:
C29H22AlCl3N3O5 | ωB97M-V/def2-TZVPD

Atoms and positions in Å:
Al (-0.2655, 0.1165, 0.2510)
C (-1.1874, 2.8730, -2.6497)
O (-2.5723, 2.5703, -2.8142)
C (-2.9708, 1.2765, -2.6296)
C (-4.0091, 0.8234, -3.4159)
C (-4.5027, -0.4776, -3.2959)
C (-3.9132, -1.3315, -2.3919)
C (-2.8559, -0.8998, -1.5789)
C (-2.2692, -1.8577, -0.6629)
N (-1.2426, -1.6222, 0.0617)
N (-0.7947, -2.6420, 0.8892)
C (0.2236, -2.2002, 1.5811)
O (0.7194, -1.0168, 1.4790)
C (0.8516, -3.1373, 2.5530)
C (2.0398, -2.7771, 3.1778)
C (2.6388, -3.6338, 4.0904)
C (2.0501, -4.8540, 4.3887)
C (0.8600, -5.2158, 3.7687)
C (0.2633, -4.3633, 2.8539)
C (-2.3920, 0.4379, -1.6446)
O (-1.4885, 0.9168, -0.8456)
H (-1.0298, 3.8101, -3.1822)
H (-0.9171, 2.9867, -1.6023)
H (-0.5598, 2.0926, -3.0882)
H (-4.4273, 1.5151, -4.1373)
H (-5.3225, -0.8078, -3.9202)
H (-4.2578, -2.3551, -2.2937)
H (-2.7197, -2.8478, -0.5951)
H (2.4812, -1.8199, 2.9372)
H (3.5655, -3.3464, 4.5714)
H (2.5147, -5.5214, 5.1044)
H (0.3950, -6.1657, 4.0025)
H (-0.6629, -4.6272, 2.3625)
N (0.9870, 1.6607, 1.0625)
C (1.5181, 2.6426, 0.1810)
C (1.3713, 3.9835, 0.5149)
C (1.8116, 4.9799, -0.3407)
C (2.4049, 4.6292, -1.5432)
C (2.5439, 3.2899, -1.8732)
C (2.1123, 2.2652, -1.0293)
C (2.2266, 0.8442, -1.4632)
C (3.3136, 0.4938, -2.2710)
C (3.3972, -0.7612, -2.8476)
C (2.3706, -1.6704, -2.6296)
C (1.3124, -1.3235, -1.8005)
C (1.2089, -0.0787, -1.1579)
H (1.6706, 0.9758, 1.3760)
H (0.5275, 2.0759, 1.8767)
H (0.8960, 4.2345, 1.4563)
H (1.6834, 6.0203, -0.0701)
H (2.7421, 5.3927, -2.2330)
H (2.9653, 3.0246, -2.8351)
H (4.1084, 1.2115, -2.4446)
H (4.2507, -1.0233, -3.4617)
H (2.4046, -2.6529, -3.0877)
H (0.5457, -2.0735, -1.6286)
Cl (-3.2060, 1.7569, 4.9401)
C (-2.8175, 0.6842, 3.5915)
Cl (-4.2380, 0.5228, 2.5431)
Cl (-2.3624, -0.9149, 4.2234)
C (-1.6019, 1.2151, 2.7473)
O (-0.9839, 2.1923, 3.1482)
O (-1.4052, 0.5042, 1.7314)

- LUMO (eV) = 2.70
- total charge = -1
- energy relative to the best compared isomer or geometry (same formula, charge and spin) (kJ/mol) = 0.0
- largest force on an atom (eV/A) = 0.3


Entry 3:
C24H42N2O3S | ωB97M-V/def2-TZVPD

Atoms and positions in Å:
C (2.0857, -5.2624, 1.3767)
N (3.4797, -4.7334, 1.2688)
C (4.2632, -5.5898, 0.2895)
C (3.5044, -3.3833, 0.6137)
O (4.4480, -2.6281, 1.0093)
C (2.5047, -2.9138, -0.5338)
C (1.8896, -1.4419, -0.3538)
C (0.4400, -1.5258, -1.1046)
C (-0.6711, -2.3443, -0.2887)
C (-1.7815, -3.0732, -1.1913)
C (-2.8058, -3.7799, -0.1520)
C (-3.9223, -2.8306, 0.4077)
C (-4.9304, -3.3953, 1.4502)
C (-4.7528, -4.8664, 1.8780)
C (-3.6704, -5.8358, 1.3212)
C (-2.6738, -5.2626, 0.2895)
S (1.5814, -0.9992, 1.3989)
C (3.0341, -0.1135, 2.2067)
O (0.4475, 0.0438, 1.4304)
O (1.1432, -2.1322, 2.3025)
H (1.9656, -5.9708, 2.2760)
H (1.2688, -4.4706, 1.3649)
H (1.9051, -5.9173, 0.4339)
H (5.3556, -5.2198, 0.3622)
H (4.1691, -6.7029, 0.5044)
H (3.9427, -5.3527, -0.8004)
H (3.1371, -2.8756, -1.5050)
H (1.6725, -3.6849, -0.7727)
H (0.5810, -2.0073, -2.1482)
H (0.0961, -0.4442, -1.3232)
H (-0.1300, -3.1661, 0.3037)
H (-1.2105, -1.7063, 0.5083)
H (-2.3334, -2.3242, -1.8763)
H (-1.3065, -3.9071, -1.8253)
H (-3.9571, -1.7396, 0.0537)
H (-5.7099, -2.6705, 1.8577)
H (-5.4619, -5.2867, 2.6618)
H (-3.5866, -6.9158, 1.6848)
H (-1.8054, -5.8508, -0.1789)
H (3.9497, -0.1557, 1.5290)
H (3.1951, -0.6893, 3.1958)
H (2.7142, 0.9382, 2.5117)
C (-1.7984, 7.4412, -1.1557)
C (-2.3977, 6.0781, -1.4986)
C (-2.0734, 4.9860, -0.4775)
N (-0.7879, 4.1639, -0.7348)
C (-0.3319, 3.6399, 0.6356)
C (1.0109, 2.9330, 0.5847)
C (2.0852, 3.8004, -0.0442)
C (1.6519, 4.2674, -1.4243)
C (0.3210, 5.0036, -1.3592)
C (-1.1558, 3.0025, -1.6431)
H (-0.7378, 7.5039, -1.3974)
H (-2.2977, 8.2276, -1.7265)
H (-1.9212, 7.6722, -0.0929)
H (-2.1380, 5.7834, -2.5197)
H (-3.4845, 6.2082, -1.4923)
H (-2.8913, 4.2607, -0.4473)
H (-1.9949, 5.4207, 0.5225)
H (-0.2567, 4.5079, 1.2977)
H (-1.1158, 2.9767, 1.0106)
H (1.3115, 2.6725, 1.6024)
H (0.9246, 1.9870, 0.0389)
H (3.0261, 3.2503, -0.1136)
H (2.2743, 4.6755, 0.5913)
H (1.5964, 3.4139, -2.1088)
H (2.4092, 4.9389, -1.8352)
H (0.0053, 5.2871, -2.3654)
H (0.4358, 5.8879, -0.7317)
H (-1.5235, 3.4076, -2.5868)
H (-1.9297, 2.4122, -1.1510)
H (-0.2809, 2.3780, -1.8147)

- LUMO (eV) = -0.33
- largest force on an atom (eV/A) = 4.7


Question: What is the largest force on an atom in the first record?
Answer: 3.2 eV/A